[1]
{
  "formula": "C25H54Br2FNO2S",
  "method": "ωB97M-V/def2-TZVPD",
  "species": ["C", "C", "C", "C", "C", "C", "C", "C", "C", "C", "N", "C", "Br", "C", "C", "Br", "S", "O", "O", "F", "H", "H", "H", "H", "H", "H", "H", "H", "H", "H", "H", "H", "H", "H", "H", "H", "H", "H", "H", "H", "H", "H", "H", "H", "H", "H", "C", "C", "C", "C", "C", "C", "H", "H", "H", "H", "H", "H", "H", "H", "H", "H", "H", "H", "H", "H", "C", "C", "C", "C", "C", "C", "H", "H", "H", "H", "H", "H", "H", "H", "H", "H", "H", "H", "H", "H"],
  "xyz": [[-4.009, 5.815, 0.486], [-3.298, 7.167, 0.428], [-1.776, 6.999, 0.242], [-1.256, 7.334, -1.174], [-0.463, 6.212, -1.875], [1.025, 6.511, -2.108], [1.838, 6.956, -0.880], [2.390, 5.786, -0.051], [1.414, 5.361, 1.045], [1.875, 4.180, 1.880], [2.131, 2.974, 1.031], [1.064, 2.723, 0.059], [-0.741, 2.565, 0.827], [1.374, 1.585, -0.932], [0.662, 0.258, -0.750], [0.908, 2.273, -2.725], [2.691, 1.702, 1.931], [3.234, 0.712, 1.080], [3.397, 2.215, 3.040], [1.370, 1.079, 2.508], [-3.748, 5.213, -0.389], [-5.092, 5.916, 0.535], [-3.660, 5.256, 1.357], [-3.474, 7.675, 1.378], [-3.716, 7.775, -0.375], [-1.521, 5.966, 0.489], [-1.257, 7.625, 0.971], [-0.658, 8.247, -1.143], [-2.122, 7.568, -1.797], [-0.583, 5.271, -1.328], [-0.907, 6.030, -2.856], [1.094, 7.291, -2.870], [1.491, 5.609, -2.515], [2.658, 7.592, -1.217], [1.222, 7.580, -0.223], [3.350, 6.051, 0.399], [2.591, 4.964, -0.744], [1.307, 6.205, 1.733], [0.423, 5.193, 0.626], [2.815, 4.444, 2.358], [1.157, 3.945, 2.668], [0.994, 3.630, -0.521], [2.446, 1.452, -0.982], [-0.363, 0.321, -1.107], [0.676, -0.064, 0.291], [1.173, -0.494, -1.349], [-0.965, -3.701, -0.220], [-1.862, -2.565, 0.262], [-1.624, -2.184, 1.722], [-1.901, -3.298, 2.733], [-3.318, -3.868, 2.686], [-4.399, -2.838, 2.995], [-1.145, -4.622, 0.337], [-1.145, -3.919, -1.274], [0.090, -3.440, -0.107], [-2.910, -2.835, 0.109], [-1.683, -1.683, -0.359], [-2.234, -1.309, 1.964], [-0.583, -1.863, 1.837], [-1.708, -2.909, 3.738], [-1.186, -4.112, 2.585], [-3.386, -4.685, 3.409], [-3.509, -4.316, 1.707], [-4.247, -2.400, 3.984], [-5.390, -3.294, 2.982], [-4.404, -2.026, 2.266], [3.246, -8.323, -3.458], [2.353, -7.196, -2.947], [2.615, -6.824, -1.488], [2.365, -7.951, -0.483], [0.952, -8.534, -0.513], [-0.129, -7.510, -0.183], [3.084, -9.249, -2.904], [3.048, -8.533, -4.510], [4.301, -8.056, -3.363], [1.304, -7.472, -3.081], [2.513, -6.308, -3.563], [1.999, -5.959, -1.227], [3.653, -6.494, -1.387], [2.568, -7.568, 0.522], [3.085, -8.756, -0.648], [0.901, -9.355, 0.206], [0.749, -8.977, -1.492], [0.037, -7.076, 0.805], [-1.119, -7.969, -0.185], [-0.145, -6.695, -0.909]],
  "lowdin_charge": [-0.1140, -0.2581, -0.2106, -0.1872, -0.2013, -0.2008, -0.1904, -0.1868, -0.2054, -0.2051, -0.2057, -0.7161, 0.7903, -0.7269, -0.2002, 0.7201, 0.5980, -0.2204, -0.2157, -0.1635, 0.0731, 0.0668, 0.0685, 0.0985, 0.0973, 0.0715, 0.1031, 0.1037, 0.0998, 0.0807, 0.1072, 0.1093, 0.0883, 0.1079, 0.0996, 0.1179, 0.1028, 0.1308, 0.0515, 0.1195, 0.1124, 0.0123, 0.0757, 0.0485, 0.0557, 0.0882, -0.1090, -0.2617, -0.2266, -0.2256, -0.2701, -0.1119, 0.0528, 0.0728, 0.0758, 0.1010, 0.0890, 0.1013, 0.1028, 0.1101, 0.1000, 0.1037, 0.0976, 0.0746, 0.0683, 0.0642, -0.1125, -0.2710, -0.2286, -0.2283, -0.2683, -0.1161, 0.0643, 0.0682, 0.0745, 0.0973, 0.1036, 0.0958, 0.1094, 0.1091, 0.1001, 0.1039, 0.0981, 0.0742, 0.0716, 0.0550],
  "e_lumo_ev": 0.47,
  "smiles": "CCCCCCCCCCN([C@H](Br)[C@@H](C)Br)S(=O)(=O)F.CCCCCC.CCCCCC",
  "homo_lumo_gap_ha": 0.40248,
  "charge": 0,
  "homo_energy_ev": -10.486
}

***

[2]
{
  "formula": "C25H54GaO2Tb",
  "method": "ωB97M-V/def2-TZVPD",
  "species": ["C", "C", "C", "C", "C", "C", "C", "C", "C", "C", "C", "C", "C", "C", "C", "Ga", "O", "C", "C", "C", "C", "C", "C", "C", "C", "C", "O", "C", "H", "H", "H", "H", "H", "H", "H", "H", "H", "H", "H", "H", "H", "H", "H", "H", "H", "H", "H", "H", "H", "H", "H", "H", "H", "H", "H", "H", "H", "H", "H", "H", "H", "H", "H", "H", "H", "H", "H", "H", "H", "H", "H", "H", "H", "H", "H", "H", "H", "H", "H", "H", "H", "H", "Tb"],
  "xyz": [[3.201, -2.141, 4.570], [4.520, -1.138, 4.704], [4.858, -0.342, 3.274], [5.273, -1.370, 2.059], [5.402, -0.660, 0.585], [4.248, 0.456, 0.249], [4.293, 0.846, -1.364], [2.947, 0.304, -2.148], [3.320, -1.112, -2.950], [2.094, -1.639, -3.921], [1.270, -2.929, -3.334], [0.069, -2.556, -2.271], [-1.207, -3.533, -2.650], [-2.607, -3.138, -1.878], [-3.009, -4.192, -0.675], [-3.647, -3.291, 1.078], [-4.379, -4.631, 2.266], [-5.215, -1.958, 0.703], [-5.079, -0.569, 1.594], [-5.865, 0.607, 0.754], [-5.194, 2.098, 0.899], [-3.888, 2.353, -0.083], [-3.570, 3.991, 0.024], [-2.535, 4.518, -1.137], [-1.197, 5.258, -0.544], [0.043, 4.226, -0.172], [1.291, 5.016, -0.356], [2.469, 4.142, -0.471], [2.343, -1.591, 3.979], [2.853, -2.410, 5.660], [3.556, -3.085, 3.942], [4.261, -0.335, 5.535], [5.410, -1.832, 5.051], [3.898, 0.307, 3.046], [5.740, 0.411, 3.506], [6.308, -1.876, 2.362], [4.488, -2.244, 1.998], [5.333, -1.502, -0.255], [6.500, -0.212, 0.490], [4.540, 1.437, 0.829], [3.151, 0.135, 0.571], [5.303, 0.422, -1.833], [4.396, 2.030, -1.425], [2.625, 1.068, -3.000], [2.030, 0.094, -1.436], [4.208, -0.816, -3.683], [3.750, -1.932, -2.233], [1.401, -0.736, -4.227], [2.602, -2.002, -4.938], [0.730, -3.446, -4.264], [1.988, -3.775, -2.896], [-0.284, -1.440, -2.303], [0.475, -2.796, -1.192], [-1.428, -3.535, -3.808], [-0.954, -4.641, -2.329], [-3.468, -3.245, -2.698], [-2.638, -2.002, -1.518], [-2.068, -4.892, -0.472], [-3.870, -4.922, -1.032], [-2.423, -2.636, 1.872], [-4.473, -4.244, 3.191], [-5.269, -1.699, -0.445], [-6.254, -2.480, 0.967], [-3.971, -0.297, 1.877], [-5.662, -0.783, 2.612], [-6.047, 0.360, -0.377], [-6.950, 0.686, 1.245], [-4.813, 2.323, 2.001], [-5.970, 2.943, 0.645], [-4.073, 2.068, -1.206], [-2.915, 1.798, 0.260], [-4.632, 4.516, -0.116], [-3.204, 4.170, 1.121], [-2.331, 3.639, -1.882], [-3.129, 5.352, -1.751], [-0.774, 5.959, -1.409], [-1.402, 5.886, 0.432], [0.006, 3.962, 0.991], [0.024, 3.222, -0.775], [2.647, 3.495, 0.492], [2.472, 3.500, -1.464], [3.410, 4.870, -0.572], [-5.350, 4.134, 2.059]],
  "lowdin_charge": [-0.1615, -0.2613, -0.2323, -0.2174, -0.2224, -0.2283, -0.2128, -0.2226, -0.2109, -0.2172, -0.2178, -0.2086, -0.2107, -0.2440, -0.1289, 0.4393, -0.3331, -0.2503, -0.2529, -0.1653, -0.3617, -0.1313, -0.2889, -0.1610, -0.1517, -0.2136, -0.2604, -0.1199, 0.0692, 0.0770, 0.0752, 0.1056, 0.1122, 0.0968, 0.1168, 0.1271, 0.1015, 0.1096, 0.1282, 0.1010, 0.1121, 0.1227, 0.0943, 0.1082, 0.0961, 0.1186, 0.1107, 0.1116, 0.1191, 0.1092, 0.1321, 0.1029, 0.1199, 0.1249, 0.1244, 0.1254, 0.1076, 0.1137, 0.1236, -0.0139, 0.0166, 0.0571, 0.0970, 0.0998, 0.1331, 0.1374, 0.1393, 0.0152, 0.0303, 0.1588, 0.1573, 0.0686, 0.0633, 0.1350, 0.1421, 0.1479, 0.1254, 0.1327, 0.1289, 0.1033, 0.0966, 0.1247, 1.7541],
  "e_lumo_ev": [-9.34, -7.95],
  "homo_lumo_gap_ha": [0.14461, 0.18589],
  "charge": 2,
  "homo_energy_ev": [-13.277, -13.010],
  "spin_multiplicity": 7
}

***

[3]
{
  "formula": "C25H54N2O9",
  "method": "ωB97M-V/def2-TZVPD",
  "species": ["C", "N", "C", "C", "C", "C", "O", "H", "H", "H", "H", "H", "H", "H", "H", "H", "H", "H", "H", "H", "H", "N", "O", "O", "O", "C", "C", "C", "O", "C", "H", "H", "H", "H", "H", "H", "H", "H", "C", "C", "C", "O", "C", "H", "H", "H", "H", "H", "H", "H", "H", "C", "C", "C", "O", "C", "H", "H", "H", "H", "H", "H", "H", "H", "C", "C", "C", "O", "C", "H", "H", "H", "H", "H", "H", "H", "H", "C", "C", "C", "O", "C", "H", "H", "H", "H", "H", "H", "H", "H"],
  "xyz": [[-29.826, 39.709, 38.510], [-29.380, 39.983, 39.940], [-29.982, 41.364, 40.313], [-30.034, 39.026, 40.924], [-27.921, 39.918, 39.827], [-27.183, 40.296, 41.081], [-25.867, 39.871, 40.706], [-30.710, 39.764, 38.268], [-29.461, 38.761, 38.273], [-29.496, 40.208, 37.806], [-30.988, 41.537, 40.018], [-29.514, 42.304, 40.009], [-30.136, 41.481, 41.494], [-31.158, 39.333, 40.946], [-29.677, 38.764, 41.902], [-29.901, 37.990, 40.461], [-27.504, 40.551, 39.033], [-27.432, 38.750, 39.889], [-27.237, 39.838, 41.975], [-27.224, 41.509, 41.259], [-25.819, 38.948, 40.786], [-26.836, 36.795, 40.967], [-25.701, 37.114, 40.951], [-27.467, 36.837, 42.043], [-27.380, 36.188, 40.013], [-24.890, 37.806, 35.239], [-25.265, 36.994, 36.534], [-26.006, 38.113, 37.214], [-26.891, 38.583, 36.187], [-26.057, 38.746, 35.111], [-24.878, 36.976, 34.352], [-24.018, 38.051, 35.583], [-24.720, 36.650, 37.290], [-25.999, 36.383, 36.080], [-25.377, 38.999, 37.692], [-26.412, 37.645, 38.005], [-25.653, 39.806, 34.945], [-26.666, 38.419, 34.290], [-29.010, 32.046, 41.942], [-28.566, 33.526, 41.968], [-29.930, 34.263, 41.650], [-30.942, 33.242, 41.634], [-30.360, 32.019, 42.124], [-28.242, 31.493, 42.547], [-28.701, 31.753, 40.956], [-27.659, 33.668, 41.218], [-28.318, 33.818, 43.043], [-29.715, 34.654, 40.788], [-30.180, 34.921, 42.474], [-30.974, 31.239, 41.732], [-30.236, 32.155, 43.082], [-23.220, 38.606, 44.780], [-24.346, 39.208, 43.837], [-25.545, 38.859, 44.775], [-25.054, 39.287, 46.029], [-23.645, 39.021, 46.135], [-22.114, 39.008, 44.460], [-22.959, 37.487, 44.553], [-24.332, 38.559, 42.932], [-24.461, 40.178, 43.579], [-25.944, 37.874, 44.892], [-26.519, 39.609, 44.577], [-23.442, 38.302, 46.997], [-23.347, 39.989, 46.429], [-26.685, 33.745, 37.977], [-26.902, 32.523, 37.111], [-25.591, 31.709, 37.314], [-24.711, 32.667, 37.845], [-25.322, 33.578, 38.752], [-27.596, 33.846, 38.630], [-26.675, 34.576, 37.292], [-27.165, 32.636, 36.081], [-27.966, 31.942, 37.256], [-25.345, 31.473, 36.381], [-25.595, 30.959, 37.869], [-24.985, 34.501, 38.739], [-25.729, 33.080, 39.814], [-32.039, 35.095, 37.926], [-30.606, 34.751, 37.525], [-29.902, 36.021, 37.247], [-31.049, 36.972, 37.240], [-32.029, 36.503, 38.151], [-32.305, 34.638, 38.847], [-32.887, 34.639, 37.322], [-30.744, 34.206, 36.487], [-30.311, 34.202, 38.245], [-29.328, 36.057, 36.297], [-29.385, 36.412, 38.174], [-33.033, 36.859, 37.976], [-31.654, 36.824, 39.084]],
  "lowdin_charge": [0.0459, -0.2590, -0.0038, 0.0197, -0.1284, -0.2269, -0.0740, 0.0352, 0.0938, 0.0434, 0.0767, 0.1012, 0.1513, 0.1408, 0.0949, 0.1148, 0.1578, 0.1969, 0.0673, 0.1730, -0.0108, -0.6592, 0.0069, -0.0418, -0.0627, -0.1373, -0.1286, -0.2087, -0.1264, -0.2641, 0.1653, 0.0380, 0.0790, 0.0946, 0.1745, 0.0475, 0.1423, 0.1116, -0.2524, -0.1173, -0.1633, -0.1167, -0.2429, 0.1455, 0.0994, 0.1260, 0.1234, 0.0294, 0.1187, 0.1401, 0.0784, -0.1826, -0.1282, -0.2123, -0.1861, -0.2324, 0.1468, 0.1359, 0.1042, 0.0645, 0.0984, 0.1586, 0.1362, 0.0983, -0.1885, -0.1548, -0.1650, -0.1236, -0.1311, 0.0971, 0.0770, 0.0758, 0.1471, 0.0824, 0.0460, 0.0483, 0.1729, -0.1899, -0.1509, -0.1343, -0.1801, -0.2462, 0.1006, 0.1417, 0.1627, 0.0271, 0.1345, 0.1150, 0.1284, 0.0973],
  "e_lumo_ev": -0.14,
  "homo_lumo_gap_ha": 0.31007,
  "charge": 0,
  "homo_energy_ev": -8.576
}

***

[4]
{
  "formula": "C25H55Ca2N2O10P",
  "method": "ωB97M-V/def2-TZVPD",
  "species": ["Ca", "Ca", "P", "O", "O", "O", "O", "O", "C", "O", "O", "H", "C", "C", "C", "O", "C", "H", "H", "H", "H", "H", "H", "H", "H", "C", "C", "C", "O", "C", "H", "H", "H", "H", "H", "H", "H", "H", "C", "C", "C", "O", "C", "H", "H", "H", "H", "H", "H", "H", "H", "C", "C", "N", "C", "C", "C", "C", "H", "H", "H", "H", "H", "H", "H", "H", "H", "H", "H", "H", "H", "H", "H", "C", "C", "N", "C", "C", "C", "C", "H", "H", "H", "H", "H", "H", "H", "H", "H", "H", "H", "H", "H", "H", "H"],
  "xyz": [[-3.615, -0.072, 1.504], [-0.844, 0.747, 3.892], [-2.997, -1.144, 4.081], [-4.223, -0.981, 5.029], [-1.592, -1.048, 4.693], [-3.044, 0.341, 3.556], [-3.114, -1.811, 2.740], [0.447, 0.198, -0.081], [-0.090, 0.319, 1.113], [-1.308, 0.470, 1.362], [0.632, 0.395, 2.114], [1.301, 0.166, 0.355], [1.704, 2.335, 6.827], [2.137, 0.923, 7.027], [1.915, 0.201, 5.694], [1.112, 1.146, 4.974], [1.568, 2.434, 5.317], [2.352, 3.107, 7.244], [0.665, 2.458, 7.132], [1.512, 0.482, 7.803], [3.195, 0.837, 7.275], [1.318, -0.710, 5.741], [2.852, -0.004, 5.176], [0.932, 3.248, 4.966], [2.518, 2.601, 4.810], [-0.001, 4.091, -0.082], [0.796, 4.278, 1.144], [-0.099, 5.214, 1.981], [-1.397, 5.133, 1.416], [-1.455, 4.202, 0.319], [0.219, 3.145, -0.576], [0.190, 4.888, -0.801], [1.749, 4.763, 0.935], [0.915, 3.319, 1.649], [0.222, 6.255, 1.942], [-0.021, 4.927, 3.029], [-2.136, 4.580, -0.444], [-1.851, 3.265, 0.712], [2.882, 1.903, -2.245], [2.772, 0.654, -3.061], [1.641, 1.024, -4.051], [1.534, 2.407, -4.078], [2.539, 2.987, -3.238], [3.866, 2.102, -1.820], [2.159, 1.966, -1.431], [2.630, -0.246, -2.463], [3.743, 0.560, -3.547], [0.686, 0.681, -3.654], [1.813, 0.628, -5.052], [2.143, 3.857, -2.715], [3.392, 3.227, -3.874], [4.521, -4.264, -2.380], [3.286, -3.697, -3.056], [2.091, -3.824, -2.200], [0.873, -3.864, -3.020], [0.395, -2.518, -3.542], [2.085, -3.048, -0.917], [0.743, -3.187, -0.121], [4.247, -5.241, -1.983], [4.927, -3.582, -1.633], [5.311, -4.361, -3.125], [3.388, -2.634, -3.271], [3.165, -4.205, -4.013], [0.092, -4.268, -2.376], [0.904, -4.561, -3.858], [-0.604, -2.570, -3.975], [1.051, -2.077, -4.292], [0.368, -1.770, -2.750], [2.956, -3.238, -0.290], [2.268, -2.016, -1.216], [-0.109, -2.751, -0.642], [0.412, -4.200, 0.107], [0.779, -2.649, 0.827], [-2.447, 1.120, -1.742], [-2.494, -0.457, -1.767], [-3.578, -1.008, -0.881], [-4.835, -1.211, -1.605], [-5.526, 0.123, -1.904], [-3.047, -2.270, -0.252], [-2.734, -3.411, -1.309], [-1.469, 1.538, -1.982], [-2.801, 1.583, -0.821], [-3.129, 1.421, -2.538], [-2.593, -0.816, -2.791], [-1.506, -0.785, -1.443], [-4.781, -1.790, -2.527], [-5.479, -1.755, -0.913], [-5.110, 0.468, -2.851], [-6.598, -0.009, -2.050], [-5.373, 0.926, -1.184], [-3.787, -2.686, 0.432], [-2.186, -1.946, 0.332], [-2.337, -4.317, -0.851], [-2.003, -3.046, -2.030], [-3.604, -3.597, -1.938]],
  "lowdin_charge": [1.4721, 1.5069, -0.0764, -0.4135, -0.5289, -0.7327, -0.4940, 0.1391, -0.8301, -0.1744, -0.0898, 0.1143, -0.1556, -0.1538, -0.1366, -0.3221, -0.2076, 0.1243, 0.1217, 0.1213, 0.1170, 0.1331, 0.1289, 0.1203, 0.1300, -0.1929, -0.1611, -0.1934, -0.1323, -0.1719, 0.0962, 0.1223, 0.1186, 0.1030, 0.1167, 0.0983, 0.1252, 0.0965, -0.1915, -0.1533, -0.2155, -0.1297, -0.1877, 0.1196, 0.0893, 0.0814, 0.1154, 0.1041, 0.1189, 0.1142, 0.1212, -0.0940, -0.2652, -0.1820, -0.2483, -0.0939, -0.1869, -0.0610, 0.0815, 0.0640, 0.0679, 0.0965, 0.1139, 0.0872, 0.1143, 0.0708, 0.0671, 0.0483, 0.1054, 0.0743, 0.0283, 0.0825, 0.0729, -0.0591, -0.2035, -0.2680, -0.2570, -0.0786, -0.2350, -0.0471, 0.0664, 0.0451, 0.0573, 0.1163, 0.0802, 0.1146, 0.1194, 0.0669, 0.0778, 0.0682, 0.1035, 0.0826, 0.0817, 0.0336, 0.0661],
  "e_lumo_ev": -0.12,
  "homo_lumo_gap_ha": 0.23511,
  "charge": 0,
  "homo_energy_ev": -6.522
}

***

- What is the formula in the first record?
  C25H54Br2FNO2S